Entry 1:
14
Properties=species:S:1:pos:R:3:forces:R:3 method="wB97M-V/def2-TZVPD" e_tot_ev=-9843.7302 homo_lumo_gap_ev=10.83 spin_multiplicity=1
C -1.365 -1.080 -0.309 0.0 0.0 0.0
C -0.363 0.013 -0.075 0.0 0.2 0.1
N -0.617 1.095 0.554 0.3 -0.4 -0.3
O -1.929 1.123 0.999 -0.2 0.2 0.2
C 1.028 -0.132 -0.598 -0.1 0.1 -0.1
C 2.164 0.463 0.098 0.1 0.3 0.0
O 1.913 -0.935 0.176 0.0 -0.2 0.1
H -2.262 -0.675 -0.790 0.1 -0.1 0.1
H -0.947 -1.878 -0.927 0.0 0.1 0.1
H -1.686 -1.506 0.648 0.1 0.1 -0.1
H -1.989 1.988 1.424 0.0 -0.2 -0.1
H 1.102 -0.312 -1.673 0.0 0.0 0.2
H 3.049 0.752 -0.468 -0.1 -0.1 0.1
H 1.979 1.021 1.013 0.0 -0.1 -0.1

Entry 2:
14
Properties=species:S:1:pos:R:3:forces:R:3 method="wB97M-V/def2-TZVPD" e_tot_ev=-9841.4910 homo_lumo_gap_ev=8.39 spin_multiplicity=1
N 1.452 1.586 1.437 0.2 -0.1 -0.2
C 1.320 0.278 1.081 0.1 0.0 0.0
O 2.195 -0.535 0.883 -0.2 0.3 0.2
C -0.910 0.936 -0.484 -0.1 -0.5 -0.1
C -0.934 -0.226 -1.336 0.2 0.5 -0.1
C -0.920 -1.614 -0.738 0.1 -0.2 0.1
O -2.068 -1.130 -1.339 -0.2 -0.1 -0.1
H 2.382 1.981 1.397 0.0 -0.1 0.0
H 0.705 2.186 1.107 0.1 -0.1 0.1
H -1.751 0.844 0.234 0.1 -0.1 -0.1
H 0.250 -0.003 1.018 0.1 0.0 0.1
H -0.421 -0.168 -2.296 -0.2 0.0 0.1
H -0.944 -1.777 0.342 0.0 0.2 -0.3
H -0.356 -2.358 -1.304 0.0 0.2 0.1

Entry 3:
14
Properties=species:S:1:pos:R:3:forces:R:3 method="wB97M-V/def2-TZVPD" e_tot_ev=-9845.7272 homo_lumo_gap_ev=8.87 spin_multiplicity=1
C 1.131 0.738 0.946 0.1 0.1 0.0
C 0.613 -0.364 0.073 0.0 0.0 -0.2
C -1.406 -1.514 1.357 0.1 0.2 1.4
O -1.174 -1.234 2.435 -0.3 -0.3 -1.1
C -0.232 -0.176 -0.959 0.3 0.1 0.2
O -0.970 -1.186 -1.493 0.0 0.0 0.0
N -0.519 1.053 -1.530 0.0 0.0 0.0
H 0.542 1.654 0.812 0.1 -0.1 0.0
H 1.032 0.456 2.003 0.1 0.0 -0.2
H 2.186 0.979 0.770 -0.1 0.0 0.0
H 0.903 -1.386 0.301 -0.2 0.1 0.0
H -1.312 -1.681 -0.727 0.1 -0.1 -0.3
H 0.278 1.667 -1.616 -0.1 0.0 0.0
H -1.072 0.996 -2.372 0.0 0.0 0.1

Entry 4:
14
Properties=species:S:1:pos:R:3:forces:R:3 method="wB97M-V/def2-TZVPD" e_tot_ev=-9845.8245 homo_lumo_gap_ev=10.66 spin_multiplicity=1 smiles="O[C@@H]1CN=COC1"
O -1.148 -0.583 1.404 0.2 -0.1 0.1
C -0.980 -0.007 0.123 0.3 0.2 -0.2
C -0.203 1.298 0.165 -0.2 0.1 -0.1
O 1.207 1.112 0.377 0.1 -0.3 0.2
C 1.734 -0.097 0.050 -0.2 -0.2 0.0
N 1.167 -1.090 -0.495 0.1 0.4 0.2
C -0.249 -0.946 -0.842 -0.3 0.0 0.0
H -0.339 -1.056 1.641 -0.1 0.1 0.0
H -1.978 0.280 -0.215 0.0 -0.4 -0.1
H -0.323 1.810 -0.797 0.0 0.0 0.1
H -0.606 1.937 0.967 0.4 -0.2 -0.2
H 2.785 -0.166 0.348 -0.3 0.2 -0.1
H -0.334 -0.568 -1.870 0.0 -0.1 0.2
H -0.698 -1.942 -0.826 0.0 0.1 0.0

Entry 5:
14
Properties=species:S:1:pos:R:3:forces:R:3 method="wB97M-V/def2-TZVPD" e_tot_ev=-9842.6825 homo_lumo_gap_ev=10.30 spin_multiplicity=1 smiles="C[C@H]1CN(O)C1=O"
C 1.589 1.119 -0.050 -0.3 -0.6 4.4
C 0.607 -0.155 0.456 5.4 1.3 -5.8
C -0.718 0.193 0.537 -6.2 4.4 2.3
C 0.096 -1.158 -0.824 1.4 0.2 0.4
H 2.623 0.778 -0.285 -1.1 0.3 -0.6
H 1.041 1.841 -0.681 0.6 -0.8 -0.1
H 1.803 1.726 0.998 -0.7 -1.3 -2.5
H 1.063 -0.708 1.182 1.1 -1.3 2.0
H -1.012 1.277 0.243 0.6 -1.6 -0.4
H -1.232 0.148 1.481 0.1 -0.2 1.0
H -2.834 -1.542 -0.232 -0.6 0.5 -1.0
N -1.189 -0.851 -0.277 1.2 -1.1 -2.6
O -2.462 -0.867 -0.840 0.1 -1.1 1.0
O 0.626 -1.801 -1.709 -1.8 1.3 1.8

Entry 6:
14
Properties=species:S:1:pos:R:3:forces:R:3 method="wB97M-V/def2-TZVPD" e_tot_ev=-9845.0019 homo_lumo_gap_ev=11.43 spin_multiplicity=1 smiles="C[C@H]1CO1.N=C=O"
C -1.308 -0.658 0.715 0.0 0.0 0.0
C -1.017 -0.261 -0.712 -0.4 -0.1 -0.1
C -0.352 1.005 -1.032 -0.2 0.2 -0.2
N 1.887 0.830 0.573 0.3 -0.5 0.1
C 1.965 -0.388 0.408 0.6 -0.4 0.5
O 2.114 -1.545 0.335 -0.1 0.8 0.0
O 0.342 -0.236 -1.117 0.0 0.0 -0.1
H -0.629 -0.170 1.423 -0.1 0.0 -0.2
H -1.215 -1.742 0.840 0.0 0.2 0.0
H -2.334 -0.367 0.966 0.1 -0.1 0.0
H -1.653 -0.715 -1.467 -0.1 0.0 0.1
H -0.074 1.658 -0.204 0.1 -0.3 -0.2
H -0.429 1.489 -1.999 -0.4 0.0 0.0
H 2.532 1.199 1.251 0.2 0.1 0.2

In eV/Å, the max |F| values for the records above are, in order, 0.618; 0.571; 1.449; 0.547; 8.027; 0.874.
In kJ/mol, the ΔE to the lowest compared entry with this formula, charge and spin values for the records above are, in order, 342.5; 558.5; 149.8; 140.4; 443.6; 219.8.